ORCA calculation (wB97M-V/def2-TZVPD) on a molecular structure, C29H33CoN7.

Element x y z (Å)
1 Co 0.4628 -0.3850 -0.1182
2 C 1.3236 1.6134 2.3156
3 C 0.7230 0.3243 2.7860
4 C 0.6025 0.0541 4.1496
5 C 0.0763 -1.1481 4.5659
6 C -0.3384 -2.0706 3.6118
7 C -0.2053 -1.7528 2.2788
8 N 0.3267 -0.5661 1.8719
9 C -0.6536 -2.6492 1.1814
10 C -1.3024 -3.8708 1.2883
11 C -1.6460 -4.5289 0.1122
12 C -1.3460 -3.9790 -1.1299
13 C -0.6934 -2.7553 -1.1561
14 N -0.3814 -2.1489 -0.0172
15 C -0.2420 -1.9839 -2.3438
16 C -0.4317 -2.4105 -3.6393
17 C 0.0481 -1.6261 -4.6813
18 C 0.7080 -0.4530 -4.3889
19 C 0.8768 -0.0684 -3.0597
20 C 1.6334 1.1819 -2.7223
21 N 0.3988 -0.8167 -2.0614
22 H 1.0320 2.4356 2.9672
23 H 1.0053 1.8442 1.2993
24 H 2.4136 1.5506 2.3451
25 H 0.9295 0.7961 4.8650
26 H -0.0181 -1.3720 5.6199
27 H -0.7593 -3.0197 3.9102
28 H -1.5423 -4.3063 2.2473
29 H -2.1538 -5.4824 0.1641
30 H -1.6158 -4.5000 -2.0369
31 H -0.9444 -3.3396 -3.8418
32 H -0.0918 -1.9366 -5.7079
33 H 1.1021 0.1753 -5.1759
34 H 1.3519 2.0013 -3.3829
35 H 2.7042 1.0135 -2.8552
36 H 1.4701 1.4887 -1.6890
37 N 7.5735 -2.5300 0.2247
38 C 6.4753 -2.2026 0.1694
39 C 5.0984 -1.7961 0.0993
40 C 4.7549 -0.4487 0.1258
41 C 3.4182 -0.1112 0.0600
42 N 2.4353 -1.0172 -0.0289
43 C 2.7771 -2.3098 -0.0573
44 C 4.0865 -2.7443 0.0045
45 H 5.5126 0.3184 0.1966
46 H 3.1193 0.9290 0.0783
47 H 1.9707 -3.0269 -0.1327
48 H 4.3153 -3.7999 -0.0207
49 C -3.9737 4.0513 1.1837
50 C -4.0323 2.9036 0.1884
51 N -2.7053 2.5111 -0.3109
52 C -2.0934 3.4197 -1.2852
53 C -0.9470 4.2544 -0.7249
54 C -2.0638 1.4145 0.1035
55 C -2.7084 0.5584 1.1521
56 N -0.9040 1.0453 -0.3883
57 H -4.9776 4.2834 1.5374
58 H -3.5686 4.9556 0.7294
59 H -3.3583 3.7938 2.0473
60 H -4.6301 3.1843 -0.6798
61 H -4.5206 2.0406 0.6293
62 H -2.8848 4.0792 -1.6357
63 H -1.7762 2.8468 -2.1636
64 H -1.2878 4.8694 0.1067
65 H -0.5636 4.9175 -1.5001
66 H -0.1203 3.6401 -0.3656
67 H -3.6239 0.1108 0.7643
68 H -2.9671 1.1376 2.0382
69 H -2.0318 -0.2387 1.4322
70 H -0.6216 1.6513 -1.1498

Force components x, y, z for each atom (eV/Å):
Co 0.170 -0.037 0.005
C 0.007 -0.011 0.014
C 0.011 -0.013 -0.002
C 0.011 0.017 -0.017
C -0.006 -0.009 0.017
C 0.005 -0.010 -0.009
C 0.026 0.032 0.029
N -0.044 -0.023 -0.029
C -0.006 0.009 0.011
C -0.004 -0.022 -0.024
C 0.020 0.038 -0.006
C -0.002 -0.026 0.031
C 0.008 0.024 -0.021
N -0.027 0.002 -0.007
C 0.021 0.039 -0.012
C -0.008 -0.014 0.011
C -0.003 -0.006 -0.025
C 0.008 0.011 0.011
C -0.011 -0.023 0.016
C 0.012 -0.023 -0.009
N -0.063 0.002 0.012
H -0.007 0.000 0.001
H -0.004 0.014 -0.001
H -0.010 0.004 0.003
H -0.004 0.001 0.000
H -0.001 -0.002 -0.002
H -0.004 0.001 0.001
H 0.001 -0.001 0.003
H -0.002 -0.001 0.000
H -0.001 0.000 -0.002
H -0.002 0.000 0.001
H 0.002 -0.003 0.002
H -0.002 0.001 0.001
H -0.008 -0.004 -0.001
H -0.001 0.007 0.002
H 0.002 0.012 -0.001
N 0.000 0.004 0.001
C -0.015 0.006 -0.006
C 0.004 -0.008 0.005
C 0.007 0.004 0.001
C -0.008 0.005 -0.004
N -0.060 0.036 0.024
C 0.005 -0.013 -0.010
C 0.013 -0.014 -0.001
H -0.001 0.000 0.000
H 0.007 -0.004 -0.007
H -0.011 0.018 0.002
H -0.003 0.001 0.000
C -0.006 0.001 -0.006
C -0.009 0.020 0.016
N 0.003 0.008 0.000
C 0.010 0.006 -0.013
C -0.009 0.001 0.007
C -0.009 -0.023 0.025
C -0.007 -0.002 -0.013
N 0.055 -0.040 -0.029
H 0.002 0.002 0.001
H 0.000 -0.005 0.006
H -0.001 0.002 -0.001
H 0.000 -0.008 -0.005
H 0.008 -0.009 0.001
H -0.006 -0.005 -0.003
H -0.009 0.004 0.004
H 0.002 -0.002 -0.007
H 0.006 0.001 0.004
H 0.002 -0.009 -0.001
H -0.004 0.003 0.002
H -0.002 0.003 -0.001
H -0.025 0.019 -0.008
H -0.023 0.013 0.013

The charge is +2. The value obtained for the total energy is -2890.55387 Ha. Its spin multiplicity is 2. For the HOMO energy (alpha / beta), the calculation gives -0.525 / -0.529 Eh. Its energy relative to the best compared isomer or geometry (same formula, charge and spin) is 0.0 kcal per mole.

Okay, here come the natural (NBO) numbers, in e, for every atom:
1 Co 1.110
2 C -0.652
3 C 0.268
4 C -0.220
5 C -0.113
6 C -0.209
7 C 0.138
8 N -0.475
9 C 0.251
10 C -0.217
11 C -0.126
12 C -0.198
13 C 0.182
14 N -0.510
15 C 0.163
16 C -0.204
17 C -0.113
18 C -0.219
19 C 0.263
20 C -0.657
21 N -0.458
22 H 0.252
23 H 0.220
24 H 0.243
25 H 0.247
26 H 0.251
27 H 0.242
28 H 0.245
29 H 0.252
30 H 0.245
31 H 0.241
32 H 0.251
33 H 0.247
34 H 0.253
35 H 0.256
36 H 0.204
37 N -0.178
38 C 0.215
39 C -0.061
40 C -0.188
41 C 0.041
42 N -0.496
43 C 0.063
44 C -0.194
45 H 0.260
46 H 0.212
47 H 0.211
48 H 0.260
49 C -0.623
50 C -0.209
51 N -0.385
52 C -0.229
53 C -0.623
54 C 0.543
55 C -0.668
56 N -0.876
57 H 0.242
58 H 0.216
59 H 0.208
60 H 0.216
61 H 0.214
62 H 0.233
63 H 0.196
64 H 0.228
65 H 0.238
66 H 0.195
67 H 0.250
68 H 0.246
69 H 0.221
70 H 0.366

ORCA calculation (wB97M-V/def2-TZVPD) on a molecular structure, C53H49CaN7P2S3Te in a non-equilibrium geometry.

Element x y z (Å)
1 Ca 1.7550 0.6999 -0.2673
2 C 1.6809 -0.9241 3.3273
3 N 2.0470 0.2906 2.5855
4 C 3.5053 0.4206 2.4444
5 C 4.2123 -0.7656 1.8079
6 N 3.7508 -1.1478 0.4592
7 C 2.8162 -2.2669 0.4576
8 C 4.8883 -1.3366 -0.4086
9 C 5.3230 -2.6116 -0.7512
10 C 6.4144 -2.8031 -1.5894
11 C 7.0820 -1.6890 -2.0796
12 C 6.6611 -0.4180 -1.7257
13 C 5.5645 -0.1906 -0.8800
14 S 5.0347 1.4173 -0.4773
15 C 1.4649 1.4315 3.2881
16 C 1.9036 1.6885 4.5883
17 C 1.3747 2.7086 5.3590
18 C 0.3565 3.4873 4.8166
19 C -0.0800 3.2506 3.5295
20 C 0.4649 2.2399 2.7108
21 S -0.1088 2.1420 1.0651
22 H 2.1401 -0.9466 4.3268
23 H 1.9901 -1.8212 2.8044
24 H 0.6023 -0.9592 3.4362
25 H 3.9891 0.5996 3.4185
26 H 3.7158 1.2839 1.8093
27 H 4.1807 -1.6490 2.4606
28 H 5.2554 -0.4647 1.7285
29 H 2.7186 -2.6725 -0.5461
30 H 1.8212 -1.9428 0.7689
31 H 3.1209 -3.0830 1.1319
32 H 4.7980 -3.4787 -0.3703
33 H 6.7254 -3.8056 -1.8584
34 H 7.9269 -1.8072 -2.7504
35 H 7.1690 0.4547 -2.1193
36 H 2.6854 1.0648 5.0065
37 H 1.7406 2.8854 6.3635
38 H -0.0955 4.2845 5.3968
39 H -0.8605 3.8645 3.0971
40 N 1.8337 -0.0593 -5.0008
41 C 1.9805 0.3245 -3.6773
42 S 2.1450 -0.9548 -2.5436
43 N 1.9719 1.6238 -3.5158
44 N 2.1243 2.0483 -2.2140
45 C 2.4690 3.2745 -2.1484
46 C 2.7581 3.9637 -0.8871
47 C 3.0834 5.3183 -0.9405
48 C 3.3735 5.9910 0.2319
49 C 3.3291 5.2876 1.4232
50 C 2.9929 3.9423 1.3834
51 N 2.7140 3.2829 0.2643
52 H 2.2019 -0.9703 -5.2096
53 H 2.0310 0.6731 -5.6652
54 H 2.6004 3.8341 -3.0722
55 H 3.1067 5.8209 -1.8988
56 H 3.6297 7.0436 0.2149
57 H 3.5443 5.7580 2.3734
58 H 2.9348 3.3709 2.3027
59 Te -3.2639 1.1506 0.8919
60 C -5.2553 0.3401 0.8263
61 C -5.8891 -0.1481 1.9635
62 C -7.1631 -0.6921 1.8601
63 N -7.8471 -0.7836 0.7203
64 C -7.2332 -0.3139 -0.3704
65 C -5.9668 0.2475 -0.3680
66 C -2.4220 -0.3889 -0.2592
67 P -1.2170 -1.2544 0.8121
68 C -2.2933 -1.7577 2.2380
69 C -3.3187 -2.6883 2.0732
70 C -4.1252 -3.0567 3.1400
71 C -3.9250 -2.4913 4.3940
72 C -2.9264 -1.5431 4.5662
73 C -2.1223 -1.1789 3.4921
74 C -0.9775 -2.9891 0.1943
75 C -0.1373 -3.8116 0.9520
76 C 0.1506 -5.1079 0.5601
77 C -0.3908 -5.6145 -0.6177
78 C -1.2285 -4.8140 -1.3768
79 C -1.5237 -3.5161 -0.9685
80 P -1.4892 0.2345 -1.6953
81 C -2.1605 -0.7462 -3.1220
82 C -3.4583 -1.2611 -3.1225
83 C -3.9289 -2.0028 -4.1957
84 C -3.1004 -2.2524 -5.2861
85 C -1.8073 -1.7509 -5.2920
86 C -1.3407 -1.0008 -4.2166
87 C -2.1967 1.8739 -2.1766
88 C -1.4953 3.0148 -1.7822
89 C -1.9379 4.2849 -2.1144
90 C -3.0923 4.4469 -2.8697
91 C -3.7907 3.3247 -3.2880
92 C -3.3441 2.0525 -2.9477
93 H -5.3868 -0.1366 2.9248
94 H -7.6560 -1.0854 2.7461
95 H -7.7910 -0.3894 -1.3005
96 H -5.5324 0.6063 -1.2948
97 H -3.4864 -3.1174 1.0920
98 H -4.9215 -3.7769 2.9893
99 H -4.5563 -2.7768 5.2282
100 H -2.7787 -1.0711 5.5309
101 H -1.3894 -0.3903 3.6146
102 H 0.2958 -3.4230 1.8696
103 H 0.8061 -5.7223 1.1673
104 H -0.1539 -6.6225 -0.9386
105 H -1.6603 -5.1900 -2.2979
106 H -2.1928 -2.9145 -1.5558
107 H -4.0711 -1.1086 -2.2390
108 H -4.9382 -2.3996 -4.1768
109 H -3.4606 -2.8446 -6.1201
110 H -1.1483 -1.9519 -6.1294
111 H -0.3244 -0.6240 -4.2223
112 H -0.5884 2.9132 -1.1967
113 H -1.3742 5.1488 -1.7810
114 H -3.4394 5.4394 -3.1343
115 H -4.6897 3.4332 -3.8848
116 H -3.9033 1.1942 -3.2906

Force components x, y, z for each atom (eV/Å):
Ca 0.808 -0.457 0.446
C 0.026 0.106 0.021
N -0.106 -0.113 -0.001
C -0.072 0.090 0.016
C -0.142 -0.031 0.012
N 0.020 0.024 -0.026
C -0.047 -0.041 0.042
C -0.074 -0.079 -0.022
C -0.010 0.020 0.006
C 0.019 0.034 -0.005
C -0.013 -0.017 0.010
C 0.037 0.055 -0.001
C -0.055 0.034 -0.090
S 0.053 -0.075 -0.038
C 0.049 -0.004 -0.027
C -0.019 0.032 -0.031
C -0.009 0.000 -0.003
C -0.004 -0.007 -0.003
C 0.014 0.025 -0.001
C 0.111 -0.041 -0.076
S -0.337 0.121 0.470
H -0.008 0.001 0.002
H 0.044 -0.036 -0.101
H -0.049 -0.006 0.008
H 0.023 -0.059 0.000
H 0.004 0.003 0.071
H 0.003 -0.020 0.043
H 0.025 0.042 -0.001
H -0.004 0.036 -0.030
H -0.012 0.035 0.057
H 0.011 -0.024 0.008
H -0.009 0.007 -0.010
H -0.001 0.002 0.001
H -0.003 -0.004 0.011
H 0.007 -0.012 -0.002
H -0.019 0.015 0.017
H -0.002 -0.006 -0.009
H 0.014 -0.006 0.000
H 0.003 -0.006 -0.002
N -0.010 0.099 -0.003
C 0.096 -0.153 -0.048
S -0.018 0.089 -0.040
N 0.012 -0.001 0.210
N -0.049 0.300 -0.779
C 0.014 0.061 0.232
C -0.050 -0.031 -0.099
C 0.014 0.039 0.060
C -0.004 0.000 -0.052
C 0.001 -0.028 0.035
C 0.002 -0.071 0.004
N -0.080 0.021 -0.131
H 0.018 -0.047 -0.007
H 0.026 -0.010 -0.007
H 0.002 0.025 -0.018
H -0.002 0.002 0.000
H 0.000 -0.004 0.003
H -0.006 0.005 -0.010
H 0.010 0.025 -0.007
Te -0.367 -0.150 0.033
C 0.008 0.005 0.002
C -0.050 -0.007 0.011
C 0.011 0.014 0.002
N 0.035 0.015 -0.009
C -0.001 0.006 0.006
C -0.027 -0.040 0.013
C 0.454 0.238 -0.038
P -0.085 -0.041 -0.013
C -0.017 0.055 -0.001
C 0.052 -0.036 0.027
C -0.002 0.004 0.007
C -0.010 -0.005 -0.005
C 0.020 0.011 -0.036
C -0.064 0.052 0.014
C -0.100 -0.005 -0.036
C 0.030 0.009 -0.008
C -0.015 0.015 0.005
C 0.011 -0.006 -0.002
C -0.022 0.037 -0.010
C 0.091 -0.121 0.033
P -0.063 -0.131 0.110
C -0.069 -0.035 0.078
C 0.104 -0.096 0.078
C 0.015 -0.017 -0.018
C -0.037 0.008 0.011
C 0.024 0.039 0.033
C 0.010 0.041 -0.005
C 0.094 0.073 -0.088
C 0.077 -0.033 -0.066
C -0.041 0.019 -0.018
C 0.042 0.024 0.042
C 0.001 -0.092 0.013
C -0.010 0.085 0.058
H 0.011 0.007 -0.022
H -0.005 0.000 -0.020
H -0.006 -0.007 0.017
H 0.001 0.003 0.023
H -0.006 -0.006 0.018
H 0.003 0.004 0.001
H 0.003 -0.002 -0.006
H -0.008 -0.010 -0.003
H 0.034 -0.015 0.014
H -0.008 0.009 -0.001
H -0.005 0.000 -0.002
H -0.003 0.007 0.001
H 0.016 -0.007 0.017
H -0.147 0.211 -0.165
H 0.004 0.003 -0.002
H 0.001 0.000 -0.005
H -0.002 0.001 0.002
H -0.001 0.008 0.002
H -0.115 -0.059 -0.026
H -0.088 0.032 -0.135
H -0.004 -0.003 -0.001
H -0.001 -0.006 -0.002
H 0.002 0.003 0.004
H -0.025 -0.068 -0.035

The charge is -2. The value obtained for the total energy is -5255.38853 Ha. For the HOMO energy, the calculation gives -0.058 Eh. Its energy relative to the best compared isomer or geometry (same formula, charge and spin) is 0.0 kcal per mole.

Löwdin population analysis, charges in e, atoms 1 to 99:
1 Ca 0.882
2 C -0.076
3 N -0.164
4 C -0.212
5 C -0.188
6 N -0.205
7 C -0.158
8 C -0.317
9 C -0.057
10 C -0.130
11 C -0.135
12 C -0.147
13 C -0.674
14 S 0.544
15 C -0.293
16 C -0.065
17 C -0.116
18 C -0.118
19 C -0.133
20 C -0.616
21 S 0.452
22 H 0.088
23 H 0.050
24 H 0.059
25 H 0.115
26 H 0.040
27 H 0.114
28 H 0.111
29 H 0.048
30 H 0.030
31 H 0.090
32 H 0.095
33 H 0.080
34 H 0.083
35 H 0.079
36 H 0.097
37 H 0.084
38 H 0.090
39 H 0.091
40 N 0.020
41 C -0.924
42 S 0.536
43 N -0.027
44 N -0.118
45 C -0.137
46 C -0.294
47 C -0.032
48 C -0.082
49 C -0.059
50 C -0.134
51 N 0.030
52 H 0.058
53 H 0.077
54 H 0.114
55 H 0.104
56 H 0.097
57 H 0.097
58 H 0.100
59 Te 1.201
60 C -0.512
61 C -0.141
62 C -0.184
63 N 0.024
64 C -0.181
65 C -0.135
66 C -0.981
67 P 0.849
68 C -0.408
69 C -0.090
70 C -0.103
71 C -0.122
72 C -0.102
73 C -0.135
74 C -0.375
75 C -0.132
76 C -0.104
77 C -0.116
78 C -0.089
79 C -0.079
80 P 0.872
81 C -0.380
82 C -0.141
83 C -0.104
84 C -0.120
85 C -0.096
86 C -0.090
87 C -0.405
88 C -0.164
89 C -0.090
90 C -0.115
91 C -0.103
92 C -0.100
93 H 0.082
94 H 0.090
95 H 0.090
96 H 0.078
97 H 0.107
98 H 0.095
99 H 0.088